[1]
The following is a DFT calculation (wB97M-V/def2-TZVPD) of a gas-phase ion, C6H12IN2 (charge +1) at a distorted geometry.

Last column: natural (NBO) charge in e.
Element x y z (Å)
I  -4.075  -0.325  0.152  0.41
N  -1.719  1.510  -0.232  -0.57
N  -0.710  -1.144  -0.632  -0.44
C  1.568  -1.584  -0.612  -0.61
C  0.738  0.834  -0.592  -0.45
C  -2.161  0.338  -0.222  0.27
C  -0.221  1.899  -0.134  -0.20
C  0.423  -0.638  1.471  -0.64
C  0.485  -0.604  -0.103  0.05
H  -2.192  2.383  -0.359  0.44
H  -1.069  -1.965  -0.162  0.37
H  -0.697  -0.353  1.914  0.21
H  2.540  -1.579  -0.095  0.25
H  1.853  -1.247  -1.654  0.23
H  0.748  0.621  -1.750  0.25
H  1.117  -2.665  -0.583  0.24
H  1.707  0.968  -0.176  0.25
H  0.576  -1.661  1.884  0.24
H  -0.135  2.941  -0.774  0.24
H  1.280  0.089  1.832  0.22
H  -0.055  2.180  0.825  0.23

Values from the calculation:
- strongest force on any atom (Eh/bohr) = 0.0955
- E_LUMO (spin up / spin down) (Eh) = -0.175 / -0.175
- DFT total energy (Eh) = -642.612594
- net charge = +1
- spin multiplicity = 1
- frontier orbital gap (spin up / spin down) (eV) = 8.70 / 8.70
- ΔE to the lowest compared entry with this formula, charge and spin (kcal/mol) = 81.0

=====

[2]
The following is a DFT calculation (wB97M-V/def2-TZVPD) of a gas-phase ion, C5H14N (charge +1) at a distorted geometry.

Last column: natural (NBO) charge in e.
Element x y z (Å)
N  -1.006  0.603  -2.424  -0.69
C  0.879  -0.609  2.447  -0.64
C  -1.296  -0.146  -1.163  -0.24
C  0.876  0.275  0.038  -0.40
C  0.746  0.556  1.512  -0.43
C  -0.080  -0.773  -0.554  -0.46
H  -0.113  0.931  -2.530  0.43
H  -1.540  1.519  -2.406  0.46
H  0.428  -1.348  -1.351  0.22
H  -0.111  1.236  1.913  0.22
H  0.771  -0.361  3.547  0.24
H  -1.231  -0.027  -3.290  0.46
H  -2.220  -0.832  -1.385  0.25
H  0.680  1.255  -0.471  0.18
H  -0.337  -1.510  0.198  0.26
H  -1.855  0.627  -0.450  0.23
H  1.967  -0.128  -0.152  0.24
H  1.790  -1.203  2.362  0.22
H  0.048  -1.362  2.408  0.20
H  1.605  1.298  1.750  0.23

Values from the calculation:
- strongest force on any atom (Eh/bohr) = 0.0891
- E_LUMO (Eh) = -0.143
- DFT total energy (Eh) = -253.365736
- net charge = +1
- structure (SMILES) = CCCCC[NH3+]
- spin multiplicity = 1
- frontier orbital gap (eV) = 10.28
- ΔE to the lowest compared entry with this formula, charge and spin (kcal/mol) = 33.0

=====

- Which of these has the highest DFT total energy?
  C5H14N